2 unconnected molecules or ions with the total composition C5H7NO at a distorted geometry, computed with the ωB97M-V functional and the def2-TZVPD basis.

Computed properties:
F_max = 0.027 hartree/bohr
DFT total energy = -8834.722 eV
energy relative to the best compared isomer or geometry (same formula, charge and spin) = 142.9 kJ/mol
E_HOMO = -9.3 eV

Last columns: bonded neighbours and bond lengths (Å).
Element x y z (Å)
1 C -2.13276 0.80668 0.15467  C2 1.496, H8 1.097, H9 1.095, H10 1.097
2 C -0.71415 0.38655 -0.06380  C1 1.496, C3 1.335, H11 1.089
3 C 0.35597 1.00844 0.43613  C2 1.335, C4 1.475, H12 1.090
4 C 1.73122 0.51190 0.24029  C3 1.475, N5 1.275, H13 1.099
5 N 1.98067 -0.59983 -0.33122  C4 1.275, H14 1.020
6 C 0.11974 -2.96441 -0.74106  O7 1.136
7 O 0.98583 -3.66289 -0.96918  C6 1.136
8 H -2.62616 1.03580 -0.79762  C1 1.097
9 H -2.20227 1.68444 0.80531  C1 1.095
10 H -2.69940 -0.01178 0.61552  C1 1.097
11 H -0.54922 -0.51356 -0.65447  C2 1.089
12 H 0.24065 1.91530 1.02974  C3 1.090
13 H 2.52495 1.16322 0.63232  C4 1.099
14 H 2.98614 -0.76872 -0.36577  N5 1.020